Computed, not measured: a structure of composition C40H60AsCaF6O30 in a non-equilibrium geometry, with ωB97M-V/def2-TZVPD.

Calculated values
spin multiplicity: 1
HOMO energy: -0.4267 hartree
net charge: +1
ΔE to the lowest compared entry with this formula, charge and spin: 13.430 eV
F_max: 0.1034 hartree/bohr
lowest unoccupied orbital energy: -8.60 eV

Each line ends with the Löwdin charge.
Positions of all 138 atoms, in Å:
Ca1 0.8577 -4.6316 -3.0952  1.967
As1 0.6421 -0.1403 0.8629  0.920
F1 0.4843 -1.5490 -0.3098  -0.376
F2 -0.2829 -1.0306 2.0906  -0.287
F3 0.8943 1.2830 1.9525  -0.305
F4 1.5996 0.7259 -0.3887  -0.312
F5 -0.8074 0.6271 0.1930  -0.286
F6 2.1945 -0.8561 1.5884  -0.335
C1 -0.1312 -2.3033 7.3482  -0.030
C2 -1.4048 -2.9869 7.8146  -0.330
C3 -2.0245 -3.9760 6.8566  -0.093
O1 -2.1824 -5.1813 7.6135  0.080
C4 -1.5574 -5.0695 8.7889  -0.504
O2 -1.5150 -5.9194 9.6848  0.122
O3 -0.9866 -3.8301 8.8777  0.075
H1 0.0965 -1.5756 8.1272  0.084
H2 -0.1567 -1.7385 6.4162  0.091
H3 0.7149 -2.9856 7.4301  0.093
H4 -2.0623 -2.1452 8.0322  0.151
H5 -1.3792 -4.1536 5.9963  0.128
H6 -2.8941 -3.6117 6.3094  0.134
C5 -5.2295 -8.0907 2.8062  -0.029
C6 -5.6192 -7.7466 1.3991  -0.300
C7 -6.2869 -6.3463 1.2205  -0.096
O4 -5.4465 -5.6721 0.3511  0.081
C8 -4.3950 -6.4401 -0.0191  -0.493
O5 -3.4358 -6.0245 -0.7148  0.047
O6 -4.4630 -7.6275 0.5918  0.084
H7 -4.6721 -9.0228 2.8996  0.089
H8 -6.0811 -8.1414 3.4845  0.097
H9 -4.5289 -7.3892 3.2591  0.094
H10 -6.1491 -8.5935 0.9632  0.154
H11 -6.4057 -5.8409 2.1789  0.139
H12 -7.2944 -6.4858 0.8287  0.135
C9 5.4756 1.8485 4.9775  -0.016
C10 5.8046 0.7809 6.0023  -0.356
C11 6.7731 -0.2088 5.5421  -0.109
O7 8.0088 0.1213 6.1821  0.072
C12 7.7616 1.0885 7.0996  -0.532
O8 8.4849 1.6265 7.8934  0.154
O9 6.4524 1.4619 7.0599  0.079
H13 6.3917 2.3382 4.6472  0.095
H14 4.7856 2.6181 5.3234  0.091
H15 5.1442 1.3736 4.0540  0.084
H16 4.8845 0.3104 6.3488  0.156
H17 6.8284 -0.4061 4.4715  0.143
H18 6.6116 -1.1336 6.0958  0.138
C13 0.5283 1.8181 -9.2393  -0.007
C14 1.8677 1.1552 -8.8450  -0.292
C15 2.7586 2.0450 -7.9810  -0.074
O10 2.9098 1.2468 -6.8338  0.076
C16 2.2059 0.1159 -6.8844  -0.565
O11 2.1649 -0.7588 -6.0144  0.073
O12 1.5248 0.0773 -7.9994  0.095
H19 -0.2324 1.0652 -9.4454  0.084
H20 0.6053 2.4500 -10.1242  0.091
H21 0.1534 2.3914 -8.3915  0.087
H22 2.4125 0.7672 -9.7056  0.155
H23 2.2244 2.9713 -7.7697  0.137
H24 3.7882 2.1492 -8.3234  0.143
C17 9.3664 -5.2205 0.7251  -0.033
C18 8.6912 -3.9425 0.3809  -0.321
C19 9.0235 -3.5133 -1.0433  -0.068
O13 7.7198 -3.3102 -1.5844  0.082
C20 6.7828 -3.8727 -0.8443  -0.532
O14 5.6310 -4.1441 -1.2087  0.067
O15 7.3116 -4.2827 0.3348  0.082
H25 10.4418 -5.0428 0.7272  0.096
H26 9.3259 -5.9445 -0.0887  0.093
H27 9.0628 -5.7226 1.6438  0.097
H28 8.8456 -3.1456 1.1084  0.163
H29 9.5732 -4.2629 -1.6126  0.137
H30 9.5950 -2.5853 -1.0257  0.141
C21 -3.6650 2.8561 5.9211  -0.019
C22 -3.9062 4.1864 5.2272  -0.300
C23 -3.5620 4.1468 3.7318  -0.142
O16 -4.6834 4.5719 3.0627  0.058
C24 -5.7026 4.7507 3.9781  -0.508
O17 -6.8348 5.1265 3.6330  0.106
O18 -5.2524 4.6073 5.1981  0.118
H31 -4.3490 2.0757 5.5877  0.092
H32 -3.6709 2.8772 7.0108  0.085
H33 -2.7317 2.4215 5.5628  0.086
H34 -3.2877 4.9737 5.6581  0.153
H35 -3.4022 3.1215 3.3981  0.131
H36 -2.6886 4.7369 3.4546  0.138
C25 -6.5079 -0.7796 -8.2326  -0.026
C26 -5.5145 -0.1025 -7.3521  -0.330
C27 -5.9712 0.5164 -5.9933  -0.083
O19 -4.9474 0.1540 -5.0989  0.073
C28 -4.1641 -0.7878 -5.6892  -0.542
O20 -3.2647 -1.3522 -5.0807  0.101
O21 -4.6100 -1.0814 -6.8960  0.097
H37 -6.0830 -0.9504 -9.2217  0.094
H38 -7.3927 -0.1453 -8.1789  0.097
H39 -6.7479 -1.7601 -7.8214  0.095
H40 -5.0830 0.6131 -8.0520  0.152
H41 -6.9369 0.1241 -5.6743  0.135
H42 -6.0792 1.5943 -6.1148  0.137
C29 -8.8229 1.8455 -0.3521  0.004
C30 -8.4238 0.4419 0.1802  -0.343
C31 -6.9451 0.4151 0.4150  -0.125
O22 -6.9025 -0.2627 1.6136  0.080
C32 -8.1313 -0.3646 2.1583  -0.588
O23 -8.4153 -0.8427 3.2490  0.133
O24 -8.9343 0.2478 1.4077  0.136
H43 -9.8892 2.0406 -0.4655  0.086
H44 -8.3193 1.9765 -1.3099  0.081
H45 -8.3663 2.6508 0.2233  0.089
H46 -8.7919 -0.4425 -0.3397  0.166
H47 -6.5150 1.4129 0.5018  0.140
H48 -6.4266 -0.2118 -0.3105  0.142
C33 7.2042 4.1240 -3.0188  -0.022
C34 6.9042 3.6320 -1.5877  -0.268
C35 7.2300 2.1273 -1.3856  -0.106
O25 8.0619 2.0924 -0.2751  0.076
C36 8.5291 3.2995 -0.0246  -0.605
O26 9.3229 3.5925 0.8343  0.151
O27 7.8522 4.1965 -0.6989  0.100
H49 6.9596 5.1792 -3.1404  0.081
H50 6.5464 3.6839 -3.7683  0.079
H51 8.2319 3.9885 -3.3557  0.091
H52 5.8891 3.8337 -1.2458  0.155
H53 7.8683 1.7337 -2.1766  0.129
H54 6.4157 1.4198 -1.2292  0.137
C37 0.4744 5.7716 -2.0213  -0.015
C38 0.1678 5.1390 -3.3422  -0.379
C39 -1.2931 5.0148 -3.6692  -0.129
O28 -1.4169 5.4039 -4.9876  0.097
C40 -0.3314 6.1218 -5.3138  -0.525
O29 -0.0672 6.6588 -6.3749  0.136
O30 0.5434 6.0422 -4.3021  0.084
H55 0.0287 5.1937 -1.2116  0.096
H56 0.1147 6.8000 -1.9889  0.100
H57 1.5589 5.7640 -1.9123  0.091
H58 0.7768 4.2468 -3.4877  0.160
H59 -1.7991 5.6777 -2.9673  0.138
H60 -1.6313 4.0069 -3.4285  0.144